1.
ORCA calculation (wB97M-V/def2-TZVPD) on a cluster of 20 separate species, C60H160O20 in total.

CARTESIAN COORDINATES (ANGSTROEM)
C 14.470 10.936 15.622
C 15.011 12.268 15.272
C 15.711 12.228 13.946
O 13.986 13.296 15.214
H 13.761 10.757 14.810
H 13.838 10.980 16.528
H 15.205 10.152 15.706
H 15.786 12.565 16.021
H 16.511 11.541 14.095
H 16.116 13.183 13.648
H 15.212 11.856 13.040
H 13.825 13.670 16.095
C 12.851 14.646 11.985
C 14.189 15.354 12.226
C 14.232 16.785 11.639
O 14.421 15.501 13.649
H 12.776 14.486 10.929
H 12.020 15.354 12.358
H 12.859 13.750 12.509
H 15.034 14.801 11.808
H 13.582 17.362 12.228
H 13.885 16.770 10.620
H 15.216 17.288 11.646
H 14.208 14.650 14.081
C 21.885 10.755 13.751
C 20.964 11.662 14.472
C 20.997 13.122 14.092
O 19.624 11.194 14.337
H 22.922 11.058 14.006
H 21.767 10.829 12.737
H 21.771 9.749 14.127
H 21.306 11.693 15.528
H 21.960 13.595 14.267
H 20.309 13.725 14.703
H 20.735 13.372 13.060
H 19.054 11.579 15.069
C 16.857 21.271 19.343
C 17.274 22.683 19.113
C 16.157 23.439 18.437
O 17.517 23.334 20.385
H 17.699 20.671 19.739
H 16.534 20.821 18.416
H 16.042 21.158 20.019
H 18.213 22.649 18.437
H 16.365 24.494 18.457
H 15.195 23.291 18.931
H 16.129 23.088 17.392
H 17.549 24.249 20.135
C 12.656 12.762 18.744
C 13.358 14.032 19.089
C 14.298 13.700 20.254
O 14.020 14.519 17.905
H 13.372 11.989 18.591
H 11.983 12.913 17.879
H 12.106 12.446 19.656
H 12.587 14.773 19.441
H 14.991 14.557 20.468
H 14.933 12.842 20.055
H 13.646 13.559 21.142
H 14.133 15.475 17.983
C 20.523 14.728 9.032
C 20.279 13.982 10.344
C 18.834 14.031 10.758
O 20.750 12.649 10.182
H 19.910 14.363 8.224
H 21.609 14.780 8.847
H 20.199 15.823 9.166
H 20.969 14.402 11.130
H 18.413 15.053 10.713
H 18.739 13.687 11.847
H 18.215 13.431 10.067
H 20.127 12.058 10.676
C 19.147 20.740 23.236
C 18.579 19.317 23.060
C 17.065 19.236 23.274
O 18.990 19.012 21.712
H 20.246 20.828 23.144
H 18.897 21.163 24.242
H 18.642 21.395 22.433
H 19.022 18.562 23.759
H 16.695 18.291 22.910
H 16.429 20.025 22.877
H 16.877 19.182 24.384
H 18.398 18.402 21.320
C 17.352 9.534 11.943
C 18.738 9.674 11.355
C 18.819 9.537 9.808
O 19.263 10.952 11.656
H 17.507 9.662 13.030
H 16.845 8.639 11.658
H 16.752 10.332 11.534
H 19.495 8.976 11.689
H 19.877 9.493 9.565
H 18.380 10.451 9.334
H 18.279 8.665 9.423
H 19.331 11.058 12.630
C 14.267 20.061 15.448
C 14.601 18.839 14.520
C 16.064 18.862 14.073
O 14.301 17.625 15.192
H 14.994 20.163 16.318
H 13.270 20.011 15.850
H 14.385 20.994 14.953
H 14.002 18.993 13.585
H 16.334 19.883 13.740
H 16.232 18.202 13.239
H 16.595 18.619 14.959
H 14.387 16.876 14.553
C 25.660 12.475 19.802
C 24.318 11.877 19.702
C 24.226 10.393 20.067
O 23.395 12.558 20.564
H 26.195 12.099 18.986
H 26.116 12.307 20.761
H 25.662 13.567 19.617
H 23.968 11.987 18.695
H 23.285 10.013 19.829
H 24.171 10.201 21.155
H 25.060 9.837 19.696
H 22.486 12.515 20.218
C 22.108 14.286 17.451
C 22.272 15.556 18.145
C 23.601 16.172 17.765
O 21.203 16.430 17.858
H 21.970 14.504 16.369
H 21.204 13.822 17.819
H 22.993 13.718 17.608
H 22.234 15.404 19.233
H 24.404 15.750 18.342
H 23.585 17.237 17.954
H 23.819 16.022 16.677
H 21.468 17.348 17.576
C 21.021 20.025 19.316
C 20.985 20.294 17.847
C 21.765 21.522 17.347
O 21.602 19.139 17.174
H 20.650 19.036 19.593
H 20.370 20.801 19.791
H 22.047 20.282 19.659
H 19.999 20.353 17.393
H 21.795 21.531 16.303
H 22.844 21.436 17.722
H 21.290 22.472 17.724
H 21.445 19.337 16.240
C 17.980 17.189 17.477
C 17.660 15.670 17.404
C 16.908 15.355 16.085
O 18.818 14.884 17.434
H 17.009 17.744 17.204
H 18.687 17.376 16.675
H 18.278 17.507 18.449
H 16.985 15.442 18.203
H 16.761 14.309 15.901
H 17.464 15.832 15.279
H 15.952 15.867 16.119
H 19.616 15.503 17.328
C 19.517 23.003 13.784
C 19.500 21.556 14.151
C 18.573 21.356 15.297
O 19.019 20.753 13.072
H 18.596 23.274 13.279
H 20.281 23.198 13.046
H 19.582 23.706 14.637
H 20.470 21.270 14.390
H 17.642 21.812 15.024
H 18.840 21.842 16.260
H 18.316 20.329 15.507
H 18.156 21.041 12.745
C 23.691 18.290 23.857
C 22.641 18.561 22.789
C 22.707 17.510 21.683
O 21.330 18.470 23.455
H 23.365 18.830 24.714
H 24.622 18.710 23.525
H 23.877 17.257 24.102
H 22.926 19.527 22.363
H 23.654 17.541 21.095
H 21.901 17.641 20.952
H 22.554 16.506 22.124
H 20.611 18.678 22.822
C 12.257 18.223 19.081
C 13.770 18.333 18.915
C 14.409 18.137 20.307
O 14.408 17.501 17.984
H 11.880 17.215 18.860
H 11.821 18.731 18.206
H 11.995 18.638 20.050
H 13.980 19.400 18.588
H 13.717 18.650 20.975
H 15.417 18.589 20.273
H 14.378 17.083 20.611
H 14.073 17.713 17.102
C 17.839 10.063 17.344
C 18.244 11.497 17.688
C 19.508 11.616 18.469
O 18.234 12.310 16.568
H 16.995 10.056 16.656
H 17.633 9.544 18.250
H 18.674 9.508 16.825
H 17.427 11.897 18.413
H 20.327 11.129 17.966
H 19.319 11.027 19.372
H 19.692 12.655 18.748
H 18.557 13.132 16.903
C 10.194 17.436 14.514
C 10.538 16.069 15.048
C 11.431 15.874 16.216
O 9.353 15.256 15.331
H 11.042 18.051 14.273
H 9.423 17.874 15.196
H 9.666 17.236 13.589
H 11.026 15.543 14.248
H 10.833 16.082 17.099
H 12.303 16.549 16.185
H 11.547 14.784 16.346
H 8.767 15.335 14.597
C 19.594 15.363 20.684
C 18.090 15.232 20.935
C 17.723 15.032 22.388
O 17.428 16.438 20.562
H 20.084 15.901 21.469
H 19.727 15.838 19.712
H 20.050 14.374 20.619
H 17.617 14.459 20.267
H 18.419 14.336 22.876
H 16.654 14.808 22.607
H 17.824 16.014 22.944
H 16.949 16.388 19.721
C 20.814 18.051 12.277
C 20.466 18.122 13.773
C 20.556 16.806 14.406
O 21.467 18.994 14.419
H 20.009 17.828 11.631
H 21.659 17.361 12.112
H 21.108 19.070 11.980
H 19.530 18.634 13.992
H 21.593 16.576 14.310
H 19.939 16.118 13.838
H 20.225 16.788 15.438
H 22.354 18.536 14.405

E_HOMO in eV: -9.2
Charge: 0
Molecular weight in g/mol: 1201.92

=====

2.
ORCA calculation (wB97M-V/def2-TZVPD) on a cluster of 15 separate species, C60H165N15O15 in total.

CARTESIAN COORDINATES (ANGSTROEM)
C 5.198 -3.882 27.422
C 6.459 -4.283 26.583
C 7.785 -4.490 27.386
O 8.862 -4.682 26.453
C 10.230 -4.855 27.014
N 5.986 -5.416 25.788
H 5.145 -4.572 28.264
H 4.226 -3.721 26.955
H 5.356 -2.884 27.829
H 6.641 -3.453 25.901
H 7.677 -5.276 28.134
H 8.047 -3.580 27.926
H 10.882 -5.291 26.258
H 10.107 -5.549 27.845
H 10.610 -3.897 27.369
H 5.564 -4.986 24.978
H 6.817 -5.886 25.459
C 2.606 1.963 22.854
C 1.230 1.637 22.168
C 0.792 0.229 22.409
O -0.589 -0.191 22.104
C -0.876 -0.115 20.731
N 0.205 2.363 22.906
H 2.681 1.780 23.926
H 2.961 2.990 22.764
H 3.286 1.240 22.405
H 1.168 2.034 21.154
H 1.011 0.077 23.466
H 1.453 -0.383 21.795
H -0.570 -0.978 20.139
H -0.445 0.781 20.285
H -1.953 0.021 20.624
H 0.176 3.329 22.614
H -0.695 1.961 22.685
C -11.353 -3.348 22.379
C -10.267 -4.259 21.798
C -9.274 -3.476 20.895
O -9.912 -2.611 19.990
C -9.378 -2.493 18.693
N -9.572 -4.982 22.891
H -11.883 -2.870 21.555
H -10.948 -2.565 23.020
H -12.008 -3.959 23.002
H -10.849 -4.878 21.115
H -8.638 -4.140 20.309
H -8.601 -2.988 21.599
H -9.936 -1.697 18.201
H -9.445 -3.378 18.060
H -8.335 -2.179 18.730
H -9.003 -5.687 22.443
H -8.829 -4.464 23.338
C -9.700 -12.045 9.966
C -10.570 -10.744 9.949
C -10.666 -9.915 11.316
O -9.386 -9.422 11.581
C -9.292 -8.665 12.786
N -10.254 -9.891 8.855
H -9.645 -12.524 8.988
H -10.116 -12.743 10.693
H -8.631 -11.906 10.124
H -11.606 -11.049 9.801
H -10.959 -10.532 12.165
H -11.372 -9.093 11.196
H -10.080 -7.929 12.941
H -8.275 -8.273 12.829
H -9.370 -9.365 13.617
H -9.279 -9.645 8.758
H -10.692 -8.983 8.925
C 4.441 -11.219 23.850
C 3.579 -11.924 24.898
C 3.781 -11.523 26.303
O 3.035 -12.295 27.113
C 3.169 -12.151 28.522
N 2.264 -11.517 24.392
H 5.483 -11.347 24.143
H 4.289 -10.153 23.679
H 4.372 -11.687 22.868
H 3.645 -12.993 24.695
H 3.487 -10.486 26.462
H 4.838 -11.709 26.497
H 2.355 -12.735 28.951
H 2.892 -11.141 28.824
H 4.043 -12.582 29.012
H 2.191 -10.516 24.282
H 1.711 -11.573 25.236
C 1.911 -17.153 18.750
C 0.832 -17.996 17.954
C -0.647 -17.995 18.460
O -1.420 -19.054 17.905
C -1.194 -20.339 18.488
N 0.890 -17.598 16.565
H 2.027 -17.654 19.711
H 1.604 -16.111 18.832
H 2.881 -17.304 18.278
H 1.212 -19.014 18.040
H -1.207 -17.070 18.323
H -0.704 -18.132 19.540
H -0.145 -20.576 18.668
H -1.326 -21.086 17.705
H -1.739 -20.618 19.390
H 0.083 -17.982 16.094
H 0.682 -16.609 16.564
C -0.355 -6.771 19.620
C -0.866 -7.709 18.408
C -0.746 -7.021 17.010
O -1.499 -5.789 16.962
C -2.904 -5.895 16.894
N 0.066 -8.838 18.319
H -0.330 -7.375 20.527
H -1.038 -5.936 19.773
H 0.580 -6.246 19.427
H -1.906 -7.943 18.639
H -1.040 -7.674 16.188
H 0.292 -6.777 16.783
H -3.050 -6.248 15.873
H -3.350 -4.904 16.808
H -3.403 -6.548 17.610
H 0.119 -9.163 19.274
H 1.012 -8.542 18.128
C -3.091 -12.277 13.733
C -2.240 -13.456 13.681
C -2.256 -13.918 12.227
O -1.981 -12.938 11.298
C -1.964 -13.436 9.985
N -0.903 -13.046 14.053
H -3.062 -11.836 14.730
H -4.171 -12.394 13.638
H -2.786 -11.508 13.024
H -2.717 -14.237 14.273
H -3.149 -14.517 12.048
H -1.441 -14.638 12.152
H -1.388 -12.731 9.384
H -2.991 -13.622 9.672
H -1.293 -14.281 9.834
H -0.573 -12.411 13.340
H -0.824 -12.462 14.873
C -6.521 -10.716 20.507
C -6.406 -10.634 22.076
C -6.066 -11.920 22.838
O -4.731 -12.364 22.442
C -4.427 -13.683 22.862
N -5.430 -9.657 22.324
H -7.375 -11.281 20.134
H -5.720 -11.256 20.002
H -6.690 -9.740 20.053
H -7.357 -10.390 22.548
H -6.850 -12.629 22.573
H -6.187 -11.865 23.919
H -5.132 -14.381 22.409
H -4.333 -13.681 23.948
H -3.456 -13.911 22.423
H -5.450 -9.696 23.333
H -4.534 -10.102 22.180
C -2.674 -2.916 27.072
C -2.487 -4.355 26.457
C -2.838 -5.529 27.421
O -2.677 -6.770 26.696
C -2.955 -7.926 27.438
N -3.309 -4.485 25.247
H -3.639 -2.867 27.576
H -2.634 -2.016 26.458
H -1.966 -2.656 27.858
H -1.456 -4.377 26.105
H -3.888 -5.458 27.705
H -2.306 -5.530 28.373
H -3.954 -7.878 27.871
H -2.217 -8.222 28.183
H -2.898 -8.789 26.775
H -2.829 -3.874 24.602
H -3.267 -5.413 24.852
C 5.752 -5.695 7.508
C 4.336 -5.340 7.893
C 3.725 -5.778 9.295
O 3.521 -7.121 9.362
C 2.670 -7.555 10.375
N 4.415 -3.898 7.933
H 6.186 -5.083 6.717
H 5.974 -6.740 7.290
H 6.356 -5.434 8.377
H 3.709 -5.600 7.040
H 2.754 -5.283 9.334
H 4.264 -5.388 10.158
H 1.664 -7.155 10.247
H 3.006 -7.189 11.344
H 2.527 -8.632 10.468
H 3.632 -3.661 8.526
H 5.116 -3.549 8.570
C -2.997 -5.690 8.591
C -4.066 -6.106 9.622
C -5.130 -5.064 9.659
O -4.699 -3.907 10.397
C -5.780 -2.914 10.412
N -4.474 -7.462 9.292
H -3.357 -5.641 7.564
H -2.149 -6.374 8.551
H -2.727 -4.652 8.783
H -3.687 -6.187 10.641
H -6.026 -5.417 10.171
H -5.400 -4.835 8.628
H -6.214 -2.748 9.425
H -5.395 -1.999 10.861
H -6.644 -3.248 10.987
H -5.366 -7.625 9.737
H -3.823 -8.223 9.423
C -0.146 2.907 8.496
C 0.615 1.572 8.616
C 0.094 0.540 9.656
O 0.035 1.003 10.938
C -1.115 0.582 11.716
N 0.700 0.969 7.327
H 0.323 3.456 7.680
H 0.163 3.455 9.387
H -1.220 2.728 8.560
H 1.587 1.832 9.035
H 0.623 -0.405 9.536
H -0.884 0.246 9.275
H -1.287 -0.484 11.570
H -1.889 1.256 11.350
H -0.981 0.830 12.769
H 1.055 1.679 6.703
H 1.315 0.181 7.183
C 8.449 -7.890 19.283
C 8.229 -7.448 17.821
C 6.715 -7.427 17.444
O 6.147 -8.763 17.720
C 6.597 -9.812 16.931
N 8.863 -6.220 17.592
H 8.218 -8.954 19.335
H 7.951 -7.253 20.013
H 9.523 -7.817 19.451
H 8.702 -8.168 17.154
H 6.539 -7.060 16.433
H 6.262 -6.667 18.080
H 7.009 -9.372 16.023
H 5.897 -10.599 16.649
H 7.388 -10.283 17.515
H 8.141 -5.514 17.581
H 9.369 -6.120 16.724
C 4.117 -1.667 16.130
C 4.338 -0.244 16.709
C 5.736 -0.169 17.345
O 5.819 -1.059 18.463
C 6.928 -0.995 19.386
N 4.246 0.676 15.592
H 3.180 -1.697 15.573
H 4.051 -2.410 16.924
H 4.819 -1.927 15.339
H 3.432 -0.047 17.282
H 5.985 0.872 17.553
H 6.460 -0.469 16.588
H 6.632 -1.474 20.320
H 7.222 0.028 19.619
H 7.774 -1.571 19.012
H 4.116 1.628 15.903
H 3.432 0.440 15.043

E_HOMO in eV: -9.0
Charge: 0
Molecular weight in g/mol: 1337.07

=====

Question: Which value of E_HOMO does entry 1 give?
Answer: -9.2 eV

=====

Question: Which value of charge does entry 2 give?
Answer: 0

=====

Question: Which of these has the highest molecular weight?
Answer: C60H165N15O15